Entry 1:
{
  "formula": "C22H23NO5",
  "method": "ωB97M-V/def2-TZVPD",
  "gap_ev": 8.97,
  "smiles": "COc1ccccc1-c1c(C)oc2c(CN3CCOCC3)c(O)ccc2c1=O",
  "homo_ha": -0.308,
  "total_charge": 0,
  "energy_ha": -1283.07882,
  "symbols": ["C", "H", "O", "C", "C", "C", "C", "C", "C", "C", "C", "O", "C", "C", "C", "C", "C", "C", "C", "N", "C", "C", "O", "C", "C", "H", "H", "H", "H", "H", "H", "H", "H", "H", "H", "O", "H", "H", "H", "C", "O", "C", "H", "H", "H", "H", "H", "H", "H", "H", "H"],
  "xyz": [[2.9679, 3.0041, 1.6771], [3.6022, 2.7385, 2.5284], [2.6370, 1.8764, 0.9054], [3.6519, 1.1270, 0.3776], [4.9969, 1.4605, 0.4623], [5.9589, 0.6266, -0.0846], [5.5935, -0.5486, -0.7118], [4.2541, -0.8866, -0.7992], [3.2745, -0.0561, -0.2777], [1.8567, -0.4603, -0.3471], [0.9287, 0.2797, -0.9943], [-0.3777, -0.0488, -1.0637], [-0.8227, -1.1508, -0.4198], [0.0464, -2.0047, 0.2598], [-0.4794, -3.1359, 0.8923], [-1.8232, -3.3950, 0.8544], [-2.6935, -2.5288, 0.1782], [-2.2018, -1.4059, -0.4807], [-3.0660, -0.4241, -1.2297], [-3.2080, 0.8111, -0.4784], [-3.7649, 1.8898, -1.2713], [-3.7439, 3.1721, -0.4393], [-4.4776, 3.0229, 0.7525], [-3.9588, 1.9617, 1.5186], [-3.9812, 0.6475, 0.7387], [-3.5311, -0.1394, 1.3473], [-5.0323, 0.3784, 0.5175], [-4.5830, 1.8923, 2.4109], [-2.9216, 2.1833, 1.8109], [-4.2075, 3.9956, -0.9852], [-2.6992, 3.4261, -0.2052], [-3.1534, 2.0260, -2.1656], [-4.8048, 1.6746, -1.5801], [-2.5654, -0.1753, -2.1696], [-4.0514, -0.8620, -1.4892], [-4.0085, -2.8502, 0.2113], [-4.5331, -2.1775, -0.2418], [-2.2492, -4.2565, 1.3425], [0.2076, -3.7867, 1.4105], [1.4881, -1.7189, 0.3103], [2.2891, -2.4620, 0.8535], [1.2217, 1.5435, -1.7369], [1.2007, 2.3851, -1.0463], [0.4640, 1.7007, -2.5004], [2.2080, 1.4989, -2.1907], [3.9555, -1.8066, -1.2774], [6.3451, -1.2025, -1.1263], [7.0003, 0.9020, -0.0074], [5.3099, 2.3660, 0.9582], [3.4678, 3.7726, 1.0773], [2.0211, 3.3973, 2.0454]],
  "forces_ev_per_a": [[0.060, 0.222, 0.126], [-0.009, 0.005, -0.043], [0.103, -0.333, -0.190], [-0.026, -0.221, -0.099], [-0.071, 0.272, 0.151], [-0.012, -0.062, -0.017], [0.118, -0.048, -0.056], [0.022, 0.178, 0.027], [-0.083, 0.261, 0.074], [-0.171, -0.013, -0.054], [0.653, -0.029, -0.022], [-0.135, 0.131, -0.092], [-0.026, -0.867, 0.539], [-0.091, 0.177, -0.144], [-0.151, 0.152, -0.113], [-0.149, -0.048, 0.029], [0.520, 0.247, -0.146], [-0.111, 0.124, -0.175], [0.112, 0.041, 0.140], [-0.096, -0.043, -0.036], [-0.002, 0.271, 0.177], [0.032, -0.049, -0.388], [-0.153, 0.064, 0.013], [-0.018, -0.375, 0.135], [0.069, 0.297, 0.198], [-0.055, -0.009, 0.018], [0.041, -0.029, 0.013], [0.089, -0.032, -0.021], [-0.076, -0.036, 0.015], [0.088, -0.041, -0.006], [-0.063, 0.011, -0.049], [-0.025, 0.012, -0.033], [0.058, 0.019, -0.026], [-0.156, -0.061, -0.002], [0.097, 0.067, -0.059], [-0.217, 0.032, -0.024], [0.102, -0.085, 0.051], [-0.028, -0.118, 0.075], [0.064, -0.058, 0.045], [-0.240, 0.066, -0.065], [-0.047, 0.043, -0.022], [-0.228, -0.127, 0.096], [-0.003, 0.056, 0.016], [-0.005, 0.002, -0.084], [0.046, 0.010, -0.005], [-0.046, -0.095, -0.015], [0.067, -0.057, -0.037], [0.078, 0.023, 0.008], [-0.010, 0.084, 0.047], [-0.006, -0.042, 0.038], [0.089, 0.011, -0.005]],
  "mulliken_charge": [-1.08, 0.41, -0.28, 0.71, -0.68, -0.62, -0.93, -0.29, 0.03, 0.27, 0.83, -0.48, 1.04, 0.15, -0.90, -0.97, 0.70, 0.47, -2.12, 0.54, -0.66, -0.63, -0.40, -0.86, -0.26, 0.33, 0.28, 0.37, 0.33, 0.37, 0.30, 0.39, 0.32, 0.45, 0.61, -0.66, 0.30, 0.45, 0.53, 0.57, -0.74, -1.57, 0.21, 0.48, 0.41, 0.46, 0.38, 0.39, 0.42, 0.39, 0.24]
}

=====

Entry 2:
{
  "formula": "HN2O3P",
  "method": "ωB97M-V/def2-TZVPD",
  "gap_ev": [8.45, 8.45],
  "smiles": "[O-][N+]#P.O=NO",
  "homo_ha": [-0.339, -0.339],
  "total_charge": 0,
  "energy_ha": -676.99804,
  "symbols": ["N", "N", "O", "O", "O", "P", "H"],
  "xyz": [[-1.0554, 0.1409, 3.6320], [-0.9300, 0.4799, -0.5260], [-0.0062, 1.2931, -1.0220], [-0.4886, -0.7764, 4.1503], [-1.5849, 0.9373, 0.3674], [-1.5516, 1.1931, 2.7460], [0.1149, 2.1247, -0.5515]],
  "forces_ev_per_a": [[2.001, -2.397, 1.013], [-1.005, 0.113, 0.852], [0.928, -0.553, -1.062], [-0.511, 0.108, 0.465], [0.614, -0.203, -1.786], [-1.482, 2.395, -0.226], [-0.546, 0.537, 0.744]],
  "mulliken_charge": [0.56, 0.39, -0.31, -0.55, -0.42, -0.01, 0.33]
}